Entry 1:
An isolated molecule of C27H50O6. Source: the Open Molecules 2025 dataset; level of theory: ωB97M-V/def2-TZVPD.

```
83
Properties=species:S:1:pos:R:3
C -9.459 -2.414 -1.633
C -8.545 -1.667 -0.669
C -7.117 -2.206 -0.708
C -6.195 -1.464 0.256
C -4.768 -2.004 0.214
C -3.849 -1.263 1.181
C -2.422 -1.813 1.141
C -1.775 -1.634 -0.208
O -1.217 -2.502 -0.828
O -1.885 -0.369 -0.647
C -1.342 -0.068 -1.923
C 0.044 0.576 -1.829
C 0.996 -0.245 -0.946
O 2.339 0.136 -1.192
C 2.887 1.051 -0.383
O 2.346 1.475 0.607
C 4.235 1.495 -0.886
C 5.140 0.328 -1.280
C 5.488 -0.551 -0.081
C 6.403 -1.709 -0.472
C 6.758 -2.590 0.723
C 7.675 -3.747 0.333
C 8.027 -4.621 1.530
O -0.119 1.888 -1.296
C 0.718 2.852 -1.700
O 1.568 2.686 -2.538
C 0.454 4.164 -1.004
C 0.258 4.013 0.510
C -1.182 3.660 0.886
C -1.302 3.122 2.313
C -0.830 1.673 2.411
C -0.894 1.105 3.829
C -2.316 0.969 4.365
H -10.470 -2.016 -1.590
H -9.096 -2.320 -2.654
H -9.496 -3.472 -1.381
H -8.537 -0.606 -0.926
H -8.937 -1.758 0.346
H -6.725 -2.114 -1.724
H -7.126 -3.268 -0.454
H -6.187 -0.401 0.002
H -6.586 -1.557 1.272
H -4.377 -1.911 -0.802
H -4.776 -3.068 0.465
H -4.238 -1.364 2.197
H -3.832 -0.201 0.929
H -1.805 -1.288 1.874
H -2.411 -2.878 1.377
H -2.036 0.634 -2.391
H -1.273 -0.990 -2.510
H 0.481 0.658 -2.834
H 0.753 -0.080 0.110
H 0.917 -1.304 -1.198
H 4.038 2.121 -1.760
H 4.700 2.108 -0.112
H 4.639 -0.271 -2.041
H 6.059 0.728 -1.715
H 4.569 -0.948 0.355
H 5.979 0.056 0.684
H 7.321 -1.310 -0.912
H 5.910 -2.316 -1.234
H 7.251 -1.982 1.486
H 5.841 -2.989 1.162
H 8.592 -3.347 -0.107
H 7.182 -4.355 -0.428
H 8.537 -4.036 2.292
H 7.127 -5.044 1.971
H 8.679 -5.438 1.231
H 1.304 4.812 -1.224
H -0.438 4.610 -1.451
H 0.940 3.245 0.874
H 0.532 4.952 0.994
H -1.803 4.553 0.778
H -1.563 2.903 0.200
H -0.717 3.747 2.992
H -2.347 3.182 2.622
H 0.202 1.609 2.063
H -1.444 1.062 1.744
H -0.420 0.120 3.833
H -0.317 1.746 4.498
H -2.309 0.464 5.329
H -2.777 1.944 4.500
H -2.930 0.390 3.678
```

Calculated values
Gap between HOMO and LUMO ... 11.0 eV
Max |F| ... 0.73 eV Å⁻¹

From a Mulliken analysis of the wavefunction, the atomic charges in e read: atom 1 (C): -1.2824, atom 2 (C): -0.2839, atom 3 (C): -0.6586, atom 4 (C): -0.7435, atom 5 (C): -0.6716, atom 6 (C): -0.6575, atom 7 (C): -0.5568, atom 8 (C): 0.6857, atom 9 (O): -0.6225, atom 10 (O): -0.1211, atom 11 (C): -1.2265, atom 12 (C): 0.5031, atom 13 (C): -0.9142, atom 14 (O): -0.2593, atom 15 (C): 0.7557, atom 16 (O): -0.6573, atom 17 (C): -1.0069, atom 18 (C): -0.7988, atom 19 (C): -0.4567, atom 20 (C): -0.7807, atom 21 (C): -0.6435, atom 22 (C): -0.2882, atom 23 (C): -1.2792, atom 24 (O): 0.0663, atom 25 (C): 0.6214, atom 26 (O): -0.6387, atom 27 (C): -0.9379, atom 28 (C): -0.5171, atom 29 (C): -0.4505, atom 30 (C): -0.9417, atom 31 (C): 1.0989, atom 32 (C): -0.8789, atom 33 (C): -1.0870, atom 34 (H): 0.3863, atom 35 (H): 0.3216, atom 36 (H): 0.3224, atom 37 (H): 0.3145, atom 38 (H): 0.3158, atom 39 (H): 0.3409, atom 40 (H): 0.3202, atom 41 (H): 0.3665, atom 42 (H): 0.3125, atom 43 (H): 0.2899, atom 44 (H): 0.3122, atom 45 (H): 0.6137, atom 46 (H): 0.1948, atom 47 (H): -0.0393, atom 48 (H): 0.4313, atom 49 (H): 0.3604, atom 50 (H): 0.5952, atom 51 (H): 0.4047, atom 52 (H): 0.3053, atom 53 (H): 0.4444, atom 54 (H): 0.2486, atom 55 (H): 0.4113, atom 56 (H): 0.3236, atom 57 (H): 0.4525, atom 58 (H): 0.2790, atom 59 (H): 0.2863, atom 60 (H): 0.3182, atom 61 (H): 0.3615, atom 62 (H): 0.3228, atom 63 (H): 0.3360, atom 64 (H): 0.3128, atom 65 (H): 0.3131, atom 66 (H): 0.3218, atom 67 (H): 0.3230, atom 68 (H): 0.3847, atom 69 (H): 0.3174, atom 70 (H): 0.3625, atom 71 (H): 0.1698, atom 72 (H): 0.4845, atom 73 (H): 0.3819, atom 74 (H): 0.0967, atom 75 (H): 0.2853, atom 76 (H): 0.4540, atom 77 (H): -0.0084, atom 78 (H): -0.4993, atom 79 (H): 0.3746, atom 80 (H): 0.4628, atom 81 (H): 0.4015, atom 82 (H): 0.3496, atom 83 (H): 0.0888

Entry 2:
A cluster of 3 separate species, C27H51ClFN3O14P2SSi in total at a distorted geometry. Source: the Open Molecules 2025 dataset; level of theory: ωB97M-V/def2-TZVPD.

```
101
Properties=species:S:1:pos:R:3
C -0.088 2.310 2.909
C -0.438 1.153 1.853
C -0.095 1.669 0.373
Cl -1.422 2.842 -0.045
C 0.173 0.507 -0.681
C -0.670 -0.796 -0.337
C -2.237 -0.619 -0.284
C -2.771 -1.257 1.086
O -2.832 -1.459 -1.320
C -0.134 1.128 -2.135
C -1.505 1.202 -2.875
O -2.286 2.149 -2.907
O -1.773 0.121 -3.548
N 0.983 1.557 -2.751
P 0.787 2.254 -4.353
O 2.081 2.733 -4.940
O -0.175 3.633 -4.310
O 0.221 1.125 -5.454
C 2.251 1.316 -1.991
C 3.501 0.947 -2.900
O 3.392 0.375 -3.958
N 4.890 1.229 -2.471
C 5.732 0.284 -3.195
O 5.795 -0.870 -2.936
F 6.472 0.742 -4.269
P 2.663 3.038 -1.277
N 3.169 4.128 -2.555
O 4.045 2.970 -0.294
C 1.710 0.160 -1.022
C 2.010 -1.252 -1.702
C 1.267 -1.617 -3.040
O 2.211 -2.393 -3.844
Si 1.449 -3.716 -4.622
C -0.304 -3.374 -5.267
C 2.523 -4.087 -6.177
C 1.601 -5.230 -3.480
S 2.659 -0.098 0.580
C 4.413 -0.594 0.311
O 2.047 -1.182 1.391
O 2.711 1.090 1.449
H -1.083 2.767 3.266
H 0.480 3.161 2.444
H 0.398 1.895 3.830
H 0.098 0.211 2.125
H -1.558 1.073 1.877
H 0.795 2.342 0.539
H -0.512 -1.631 -1.085
H -0.360 -1.259 0.645
H -2.631 0.410 -0.474
H -3.860 -1.044 1.244
H -2.119 -1.005 1.964
H -2.680 -2.381 0.958
H -3.789 -1.332 -1.188
H -0.788 3.494 -5.065
H -0.127 1.648 -6.209
H 5.195 2.145 -2.834
H 2.334 4.498 -3.028
H 3.794 3.675 -3.227
H 3.878 3.517 0.497
H 3.098 -1.467 -1.867
H 1.669 -2.025 -0.945
H 0.935 -0.778 -3.696
H 0.427 -2.343 -2.810
H -1.006 -3.477 -4.379
H -0.580 -4.187 -5.987
H -0.458 -2.333 -5.654
H 2.165 -3.354 -6.969
H 3.610 -3.844 -6.018
H 2.342 -5.112 -6.595
H 2.645 -5.648 -3.633
H 1.582 -4.913 -2.391
H 0.882 -6.063 -3.695
H 5.082 0.017 0.978
H 4.517 -1.659 0.680
H 4.735 -0.606 -0.760
C -3.479 -3.747 5.868
C -2.297 -2.947 5.355
C -1.829 -3.795 4.187
O -2.988 -4.452 3.660
C -4.075 -4.287 4.580
H -4.189 -3.158 6.451
H -3.126 -4.573 6.492
H -2.637 -1.971 4.996
H -1.520 -2.783 6.101
H -1.125 -4.568 4.513
H -1.355 -3.202 3.402
H -4.782 -3.575 4.141
H -4.585 -5.241 4.720
C -3.708 5.709 5.286
C -3.670 5.109 6.676
C -3.699 3.624 6.377
O -3.048 3.439 5.113
C -2.868 4.724 4.493
H -3.324 6.729 5.238
H -4.735 5.713 4.910
H -2.729 5.373 7.169
H -4.492 5.430 7.317
H -4.727 3.259 6.281
H -3.190 3.031 7.140
H -1.803 4.975 4.543
H -3.164 4.671 3.444
```

Calculated values
Gap between HOMO and LUMO ... 7.6 eV
Max |F| ... 5.56 eV Å⁻¹

Mulliken population analysis, charges in e, atoms 1 to 99: atom 1 (C): -1.3777, atom 2 (C): -0.1922, atom 3 (C): 0.4998, atom 4 (Cl): -0.1140, atom 5 (C): 2.6468, atom 6 (C): -1.0294, atom 7 (C): 0.0857, atom 8 (C): -1.3704, atom 9 (O): -0.5167, atom 10 (C): -1.4892, atom 11 (C): -0.0441, atom 12 (O): -0.6135, atom 13 (O): -0.5589, atom 14 (N): 1.3697, atom 15 (P): 0.5071, atom 16 (O): -0.8351, atom 17 (O): -0.4315, atom 18 (O): -0.4272, atom 19 (C): 1.3197, atom 20 (C): -1.1759, atom 21 (O): -0.4760, atom 22 (N): 0.0752, atom 23 (C): 0.5638, atom 24 (O): -0.3765, atom 25 (F): -0.2747, atom 26 (P): -0.0594, atom 27 (N): -0.6372, atom 28 (O): -0.4461, atom 29 (C): 0.0158, atom 30 (C): -2.6536, atom 31 (C): -0.2724, atom 32 (O): -0.3434, atom 33 (Si): 0.6091, atom 34 (C): -0.9613, atom 35 (C): -1.1506, atom 36 (C): -1.0001, atom 37 (S): 1.9806, atom 38 (C): -0.7431, atom 39 (O): -0.7523, atom 40 (O): -0.7394, atom 41 (H): 0.1515, atom 42 (H): 0.3119, atom 43 (H): 0.3756, atom 44 (H): 0.3111, atom 45 (H): 0.3319, atom 46 (H): 0.1959, atom 47 (H): -0.0332, atom 48 (H): 0.4758, atom 49 (H): 0.5035, atom 50 (H): 0.5366, atom 51 (H): -0.0276, atom 52 (H): 0.3882, atom 53 (H): 0.4074, atom 54 (H): 0.3380, atom 55 (H): 0.3905, atom 56 (H): 0.3714, atom 57 (H): 0.3666, atom 58 (H): 0.2874, atom 59 (H): 0.3671, atom 60 (H): 0.7083, atom 61 (H): 0.9340, atom 62 (H): -0.5083, atom 63 (H): 0.7089, atom 64 (H): 0.2681, atom 65 (H): 0.3851, atom 66 (H): 0.2702, atom 67 (H): 0.2671, atom 68 (H): 0.3159, atom 69 (H): 0.3090, atom 70 (H): 0.2746, atom 71 (H): 0.2483, atom 72 (H): 0.3580, atom 73 (H): 0.3482, atom 74 (H): 0.4204, atom 75 (H): 0.0235, atom 76 (C): -0.5602, atom 77 (C): -0.4562, atom 78 (C): -0.0771, atom 79 (O): -0.4098, atom 80 (C): -0.3997, atom 81 (H): 0.3415, atom 82 (H): 0.2636, atom 83 (H): 0.1654, atom 84 (H): 0.3869, atom 85 (H): 0.3006, atom 86 (H): -0.0594, atom 87 (H): 0.2458, atom 88 (H): 0.2676, atom 89 (C): -0.5952, atom 90 (C): -0.5186, atom 91 (C): -0.4663, atom 92 (O): -0.3342, atom 93 (C): -0.3980, atom 94 (H): 0.3338, atom 95 (H): 0.2755, atom 96 (H): 0.2643, atom 97 (H): 0.3281, atom 98 (H): 0.2698, atom 99 (H): 0.2606

Here are the calculated energy above the lowest of the compared OMol25 structures with the same formula, charge and spin numbers, same order: 8.10 0.00 (kcal per mole).
Here are the calculated HOMO level numbers, same order: -10.25 -9.20 (eV).